This record from the Open Molecules 2025 dataset describes a 7-piece molecular cluster, C36H88N6O8 overall in a non-equilibrium geometry. The level of theory is ωB97M-V with the def2-TZVPD basis set.

As for the molar mass: 733.1 g/mol. As for the total charge: 0. For the calculated total energy, the calculation gives -64076.0466 eV. The value obtained for the HOMO energy is -8.3 eV. As for the structure (SMILES): CC1(C)CCCC(C)(C)N1O.CC1(C)CCCC(C)(C)N1O.COC[C@H](C)N.COC[C@H](C)N.COC[C@H](C)N.COC[C@H](C)N.OCCO.

Element x y z (Å)
C: -25.66 6.44 2.95
C: -27.02 5.76 3.12
C: -27.91 6.18 1.94
C: -26.87 4.25 3.07
C: -26.23 3.66 4.31
C: -27.01 4.09 5.55
C: -27.29 5.59 5.66
C: -28.45 5.79 6.64
C: -26.05 6.32 6.23
N: -27.71 6.08 4.36
O: -27.97 7.47 4.47
H: -25.76 7.50 3.19
H: -24.86 5.98 3.54
H: -25.27 6.32 1.93
H: -28.86 5.65 1.97
H: -28.03 7.26 1.91
H: -27.39 5.93 1.01
H: -27.88 3.81 3.03
H: -26.39 3.96 2.13
H: -26.21 2.57 4.26
H: -25.17 3.94 4.41
H: -26.44 3.80 6.44
H: -27.94 3.52 5.64
H: -28.39 6.78 7.10
H: -28.40 5.06 7.45
H: -29.41 5.69 6.15
H: -25.24 6.45 5.51
H: -25.60 5.67 6.99
H: -26.27 7.27 6.71
H: -28.79 7.59 3.98
C: -20.75 18.57 7.17
C: -21.02 17.46 6.16
C: -19.79 17.31 5.26
C: -21.30 16.18 6.94
C: -21.72 15.05 5.99
C: -23.01 15.48 5.29
C: -23.00 16.86 4.62
C: -22.54 16.74 3.15
C: -24.43 17.38 4.59
N: -22.23 17.82 5.43
O: -22.10 19.05 4.76
H: -20.51 19.50 6.66
H: -19.95 18.30 7.87
H: -21.67 18.77 7.73
H: -19.96 16.73 4.35
H: -18.94 16.85 5.78
H: -19.47 18.28 4.86
H: -20.40 15.93 7.51
H: -22.09 16.34 7.68
H: -21.90 14.14 6.56
H: -20.89 14.93 5.29
H: -23.81 15.47 6.02
H: -23.20 14.73 4.51
H: -23.17 16.01 2.64
H: -22.59 17.69 2.62
H: -21.53 16.33 3.10
H: -24.88 17.39 5.59
H: -24.42 18.42 4.25
H: -25.06 16.80 3.92
H: -21.40 18.95 4.10
C: -33.74 9.76 6.33
O: -32.73 10.32 5.52
C: -32.13 11.46 6.10
C: -30.80 11.71 5.44
C: -30.92 11.91 3.92
N: -29.90 10.60 5.80
H: -33.31 9.42 7.28
H: -34.13 8.90 5.80
H: -34.52 10.49 6.57
H: -32.78 12.34 6.06
H: -31.94 11.27 7.17
H: -30.33 12.59 5.89
H: -31.80 12.49 3.65
H: -30.97 10.93 3.43
H: -30.04 12.41 3.51
H: -29.07 10.56 5.22
H: -30.40 9.72 5.67
C: -26.27 11.14 10.25
O: -26.54 10.41 9.07
C: -27.38 9.28 9.26
C: -28.78 9.61 9.78
C: -29.65 8.38 9.71
N: -29.42 10.65 8.96
H: -27.16 11.65 10.64
H: -25.59 11.94 9.97
H: -25.79 10.51 11.00
H: -27.45 8.76 8.31
H: -26.86 8.60 9.96
H: -28.75 10.02 10.79
H: -30.62 8.62 10.14
H: -29.19 7.53 10.21
H: -29.84 8.10 8.67
H: -28.87 11.48 8.83
H: -29.62 10.29 8.02
C: -27.31 11.13 3.06
O: -27.25 10.31 4.20
C: -26.01 10.34 4.88
C: -25.74 11.69 5.52
C: -24.36 11.77 6.15
N: -26.79 11.94 6.58
H: -27.31 12.21 3.25
H: -28.23 10.94 2.50
H: -26.49 10.91 2.36
H: -26.10 9.56 5.64
H: -25.22 10.06 4.17
H: -25.86 12.45 4.76
H: -24.36 11.27 7.13
H: -24.05 12.81 6.25
H: -23.61 11.24 5.56
H: -26.44 11.44 7.40
H: -27.57 11.39 6.22
C: -31.00 11.38 0.46
O: -29.86 12.12 0.76
C: -29.77 13.36 0.09
C: -28.41 13.98 0.38
C: -28.33 14.61 1.76
N: -28.10 14.98 -0.64
H: -31.92 11.88 0.79
H: -30.92 10.41 0.95
H: -31.05 11.15 -0.62
H: -29.85 13.23 -1.00
H: -30.57 14.03 0.43
H: -27.69 13.14 0.37
H: -28.88 14.00 2.47
H: -28.63 15.65 1.79
H: -27.27 14.61 2.05
H: -27.77 14.61 -1.52
H: -27.42 15.63 -0.28
O: -27.42 14.54 5.31
C: -27.98 15.24 6.41
C: -26.94 15.49 7.47
O: -26.75 14.37 8.31
H: -27.22 13.64 5.62
H: -28.37 16.17 5.98
H: -28.81 14.68 6.85
H: -27.24 16.35 8.09
H: -25.99 15.74 7.00
H: -26.54 13.59 7.78

This record from the Open Molecules 2025 dataset describes one molecule with the formula C2H6INOS2 in a non-equilibrium geometry. The level of theory is ωB97M-V with the def2-TZVPD basis set.

As for the molar mass: 251.1 g/mol. As for the total charge: 0. For the calculated total energy, the calculation gives -35477.7106 eV. The relative energy (zero: lowest compared OMol25 entry of this formula, charge and spin) comes out at 0.00 kcal per mole. The value obtained for the HOMO energy is -8.9 eV.

Element x y z (Å)
C: -1.33 1.77 0.51
C: -0.49 0.67 1.20
N: 1.77 -2.47 -1.08
O: -0.44 -1.35 -1.96
S: 0.93 0.18 0.08
S: 0.12 -1.59 -0.70
I: 3.01 -1.59 -2.34
H: -1.05 2.76 0.82
H: -1.27 1.76 -0.61
H: -2.40 1.61 0.83
H: -1.23 -0.21 1.42
H: 0.14 1.07 2.10
H: 2.23 -2.64 -0.26

This record from the Open Molecules 2025 dataset describes a 19-piece molecular cluster, C30H45Cl54N4OSi overall in a non-equilibrium geometry. The level of theory is ωB97M-V with the def2-TZVPD basis set.

As for the molar mass: 2420.3 g/mol. As for the total charge: +1. For the calculated total energy, the calculation gives -723932.0763 eV. The value obtained for the HOMO energy is -11.8 eV.

Element x y z (Å)
C: 7.03 -1.24 -1.00
C: 6.90 0.27 -0.77
C: 5.52 0.71 -1.22
C: 5.29 2.23 -1.15
C: 5.49 2.81 0.24
N: 3.91 2.49 -1.64
C: 3.57 3.02 -2.80
N: 2.25 3.07 -2.92
C: 1.75 2.56 -1.80
N: 0.46 2.40 -1.52
C: -0.55 2.79 -2.49
C: -1.82 3.21 -1.78
O: -2.13 2.38 -0.67
Si: -3.11 1.03 -0.93
C: -2.43 -0.34 0.17
C: -4.87 1.36 -0.39
C: -3.18 0.50 -2.72
N: 2.77 2.20 -0.97
H: 6.88 -1.51 -2.04
H: 6.23 -1.72 -0.45
H: 8.00 -1.60 -0.66
H: 7.67 0.79 -1.36
H: 7.01 0.44 0.30
H: 4.74 0.26 -0.60
H: 5.31 0.42 -2.25
H: 5.96 2.74 -1.84
H: 5.58 3.90 0.21
H: 6.44 2.45 0.63
H: 4.71 2.53 0.95
H: 4.30 3.35 -3.53
H: 0.20 1.98 -0.64
H: -0.76 1.93 -3.12
H: -0.20 3.57 -3.15
H: -2.65 3.29 -2.49
H: -1.66 4.22 -1.40
H: -1.38 -0.12 0.38
H: -2.95 -0.27 1.13
H: -2.55 -1.32 -0.29
H: -5.37 0.39 -0.36
H: -5.36 1.96 -1.15
H: -4.88 1.84 0.59
H: -2.21 0.21 -3.15
H: -3.81 -0.39 -2.77
H: -3.66 1.24 -3.36
H: 2.75 1.80 -0.05
C: -6.29 3.56 3.20
Cl: -4.66 3.48 2.52
Cl: -7.50 3.22 1.96
Cl: -6.46 2.46 4.56
H: -6.45 4.57 3.56
C: 6.00 -1.31 3.01
Cl: 6.17 0.41 3.37
Cl: 4.87 -1.53 1.67
Cl: 7.56 -2.04 2.65
H: 5.58 -1.81 3.88
C: 0.92 -2.44 2.66
Cl: 1.27 -1.54 1.17
Cl: 0.00 -3.89 2.28
Cl: 2.41 -2.84 3.52
H: 0.32 -1.82 3.31
C: -3.15 -7.24 2.13
Cl: -1.81 -6.10 2.29
Cl: -4.65 -6.37 1.78
Cl: -2.82 -8.43 0.87
H: -3.28 -7.76 3.07
C: -3.70 4.56 -5.63
Cl: -3.10 2.90 -5.51
Cl: -5.23 4.72 -4.77
Cl: -2.51 5.69 -5.00
H: -3.87 4.78 -6.67
C: 0.62 -7.38 -0.25
Cl: 2.24 -6.73 -0.02
Cl: -0.09 -6.76 -1.75
Cl: 0.63 -9.14 -0.24
H: 0.00 -7.04 0.57
C: -4.52 -4.57 -1.40
Cl: -4.96 -4.04 -3.02
Cl: -3.02 -5.48 -1.41
Cl: -4.38 -3.18 -0.31
H: -5.31 -5.21 -1.03
C: -7.37 -1.94 1.58
Cl: -6.57 -0.57 2.36
Cl: -7.95 -3.09 2.78
Cl: -8.68 -1.39 0.53
H: -6.64 -2.44 0.96
C: -3.13 8.62 -7.82
Cl: -4.04 7.10 -7.82
Cl: -4.15 9.94 -8.39
Cl: -2.48 8.98 -6.23
H: -2.31 8.51 -8.51
C: 1.08 1.66 4.19
Cl: 2.79 1.42 3.81
Cl: 0.07 1.10 2.85
Cl: 0.65 0.83 5.68
H: 0.91 2.72 4.32
C: 6.34 3.91 5.13
Cl: 5.47 2.69 6.06
Cl: 5.52 4.22 3.59
Cl: 6.50 5.40 6.05
H: 7.33 3.53 4.91
C: -5.35 -6.65 -6.46
Cl: -4.06 -5.58 -5.92
Cl: -4.70 -8.17 -7.06
Cl: -6.52 -6.94 -5.16
H: -5.88 -6.16 -7.28
C: 1.83 -7.51 -4.86
Cl: 3.46 -6.87 -4.61
Cl: 1.13 -6.90 -6.36
Cl: 1.85 -9.28 -4.85
H: 1.21 -7.18 -4.04
C: -8.51 -4.93 -2.49
Cl: -9.47 -6.40 -2.41
Cl: -9.39 -3.65 -3.33
Cl: -8.04 -4.40 -0.87
H: -7.61 -5.14 -3.06
C: 7.12 4.83 -5.49
Cl: 8.30 6.06 -5.08
Cl: 7.87 3.42 -6.21
Cl: 6.19 4.36 -4.04
H: 6.42 5.25 -6.20
C: -10.00 -3.60 5.84
Cl: -8.70 -2.55 6.42
Cl: -9.34 -5.11 5.19
Cl: -11.16 -3.92 7.13
H: -10.51 -3.09 5.04
C: 9.22 7.24 8.06
Cl: 10.56 6.60 9.01
Cl: 8.66 8.77 8.72
Cl: 9.68 7.41 6.36
H: 8.40 6.53 8.12
C: 5.55 0.51 9.64
Cl: 5.74 2.23 9.99
Cl: 4.44 0.27 8.28
Cl: 7.12 -0.23 9.30
H: 5.13 0.03 10.51

This record from the Open Molecules 2025 dataset describes one molecule with the formula C3H4BrN in a non-equilibrium geometry. The level of theory is ωB97M-V with the def2-TZVPD basis set.

As for the molar mass: 134.0 g/mol. As for the total charge: 0. For the calculated total energy, the calculation gives -74702.8868 eV. The relative energy (zero: lowest compared OMol25 entry of this formula, charge and spin) comes out at 113.92 kcal per mole. The value obtained for the HOMO energy is -8.5 eV. As for the structure (SMILES): CC1=C(Br)N1.

Element x y z (Å)
C: -1.24 0.59 0.03
C: 0.20 0.14 0.27
C: 1.75 -0.45 0.83
Br: 3.35 0.37 -0.28
N: 0.59 -0.97 -0.13
H: -1.04 1.22 -0.93
H: -1.73 1.08 0.91
H: -1.98 -0.21 -0.22
H: 0.11 -1.78 -0.48

This record from the Open Molecules 2025 dataset describes a 2-piece molecular cluster, C8H18O7P overall in a non-equilibrium geometry. The level of theory is ωB97M-V with the def2-TZVPD basis set.

As for the molar mass: 257.2 g/mol. As for the total charge: -1. For the calculated total energy, the calculation gives -32211.2725 eV. The relative energy (zero: lowest compared OMol25 entry of this formula, charge and spin) comes out at 28.10 kcal per mole. The value obtained for the HOMO energy is -4.1 eV.

Element x y z (Å)
C: 1.79 2.66 0.17
C: 0.19 2.67 0.33
C: -0.46 4.13 0.43
O: -1.80 3.98 0.97
C: -2.70 3.42 -0.03
C: -3.04 1.87 0.16
O: -3.78 1.42 1.10
O: -2.49 0.96 -0.74
H: 2.36 2.82 1.14
H: 2.09 3.45 -0.61
H: 2.06 1.64 -0.31
H: -0.19 2.06 1.23
H: -0.25 2.19 -0.62
H: 0.11 4.84 1.15
H: -0.45 4.66 -0.60
H: -3.68 4.04 -0.03
H: -2.23 3.56 -1.08
C: -1.35 -1.63 0.14
O: -0.46 -2.47 0.88
P: 1.00 -2.75 0.30
O: 1.75 -1.57 -0.16
O: 0.77 -3.89 -0.81
C: 0.29 -3.51 -2.09
O: 1.68 -3.57 1.49
C: 3.00 -4.03 1.29
H: -1.65 -0.78 0.76
H: -0.89 -1.24 -0.77
H: -2.24 -2.20 -0.13
H: 0.63 -2.50 -2.36
H: -0.80 -3.54 -2.10
H: 0.67 -4.21 -2.83
H: 3.71 -3.26 1.59
H: 3.18 -4.30 0.24
H: 3.16 -4.92 1.90

This record from the Open Molecules 2025 dataset describes a 2-piece molecular cluster, C4H10O2S overall in a non-equilibrium geometry. The level of theory is ωB97M-V with the def2-TZVPD basis set.

As for the molar mass: 122.2 g/mol. As for the total charge: 0. For the calculated total energy, the calculation gives -19239.7966 eV. The relative energy (zero: lowest compared OMol25 entry of this formula, charge and spin) comes out at 27.55 kcal per mole. The value obtained for the HOMO energy is -9.1 eV. As for the structure (SMILES): O=CCCCS.O.

Element x y z (Å)
O: 0.01 -0.86 -2.75
C: -0.56 -1.30 -1.79
C: -0.14 -1.17 -0.35
C: 0.91 -0.11 -0.05
C: 0.56 1.27 -0.55
S: 1.58 2.62 0.08
H: -1.50 -1.86 -1.94
H: 0.05 -2.15 0.07
H: -1.09 -0.87 0.11
H: 1.14 -0.11 1.01
H: 1.86 -0.41 -0.49
H: -0.49 1.51 -0.40
H: 0.66 1.37 -1.63
H: 1.17 2.59 1.33
O: -1.02 -0.20 2.65
H: -1.21 -0.23 1.70
H: -1.92 -0.10 3.01

This record from the Open Molecules 2025 dataset describes one molecule with the formula C19H27NO3. The level of theory is ωB97M-V with the def2-TZVPD basis set.

As for the molar mass: 317.4 g/mol. As for the total charge: 0. For the calculated total energy, the calculation gives -27774.4400 eV. The relative energy (zero: lowest compared OMol25 entry of this formula, charge and spin) comes out at 35.88 kcal per mole. The value obtained for the HOMO energy is -8.7 eV. As for the structure (SMILES): CCCCCOc1ccc(C(=O)CCC(=O)N2CCCC2)cc1.

Element x y z (Å)
C: 6.83 -0.51 -5.25
C: 6.33 -0.16 -3.85
C: 4.88 -0.56 -3.61
C: 3.89 0.23 -4.47
C: 2.45 -0.07 -4.08
O: 2.24 0.42 -2.77
C: 1.02 0.29 -2.20
C: 0.89 0.81 -0.91
C: -0.30 0.75 -0.23
C: -1.42 0.15 -0.82
C: -2.74 0.05 -0.18
O: -3.69 -0.46 -0.74
C: -2.88 0.59 1.23
C: -2.27 -0.41 2.23
C: -2.14 0.26 3.59
O: -1.15 0.91 3.88
N: -3.18 0.15 4.43
C: -4.40 -0.62 4.24
C: -5.28 -0.20 5.43
C: -4.25 0.09 6.52
C: -3.13 0.77 5.75
C: -1.28 -0.37 -2.11
C: -0.09 -0.31 -2.80
H: 6.30 0.07 -6.01
H: 6.69 -1.56 -5.45
H: 7.89 -0.28 -5.34
H: 6.45 0.92 -3.68
H: 6.96 -0.67 -3.12
H: 4.76 -1.62 -3.81
H: 4.63 -0.38 -2.56
H: 4.07 1.30 -4.34
H: 4.02 -0.01 -5.52
H: 1.76 0.43 -4.78
H: 2.27 -1.15 -4.12
H: 1.76 1.27 -0.46
H: -0.35 1.17 0.76
H: -2.37 1.55 1.33
H: -3.94 0.73 1.45
H: -1.27 -0.69 1.91
H: -2.88 -1.32 2.28
H: -4.88 -0.39 3.29
H: -4.19 -1.69 4.28
H: -5.99 -0.98 5.70
H: -5.83 0.71 5.18
H: -4.65 0.71 7.32
H: -3.90 -0.85 6.96
H: -2.14 0.62 6.18
H: -3.31 1.84 5.65
H: -2.15 -0.83 -2.56
H: -0.03 -0.72 -3.79